No. 1
Computed, not measured: C27H51CeN2OP3Se as an isolated structure, with ωB97M-V with the def2-TZVPD basis set.

The calculation puts the LUMO energy (alpha / beta) at -9.69 / -11.09 eV. The total charge is +3. The value obtained for the HOMO-LUMO gap (alpha / beta) is 5.24 / 3.84 eV. The value obtained for the energy relative to the best compared isomer or geometry (same formula, charge and spin) is 0.0923 eV. Its spin multiplicity is 2.

Cartesian coordinates (Å):
H: 2.51273 1.08220 7.92646
C: 0.21270 -0.36503 4.90287
C: -0.29776 -0.54359 -4.44595
P: 2.61545 0.27109 -1.04244
C: -1.20798 -2.39005 7.40631
H: -0.00927 -2.91426 5.67781
C: 3.44223 1.73958 -1.70590
O: 0.53421 0.78980 4.70221
C: -3.07985 -0.18131 -2.35012
H: -1.11396 -1.79635 8.31791
H: -2.07054 -2.03680 6.83599
H: -0.82386 3.66257 2.66613
C: 0.82457 -0.01345 7.22254
Ce: -0.00097 0.14748 -0.64246
H: -3.21618 0.99847 1.27458
H: 0.43002 5.04963 0.57668
Se: 0.21649 1.96969 -2.99605
C: -1.76415 -2.67697 2.45143
H: 2.70792 2.63468 1.30117
H: 1.79223 1.85913 2.61538
H: 0.09227 -5.47791 -8.90550
H: -0.22168 -1.27409 -1.74858
H: 3.87608 -1.30691 -2.37430
C: 0.03943 -0.70380 -6.82529
H: 0.76373 1.10336 -7.79869
H: 2.46016 -0.66125 -3.32078
C: -0.33863 -1.28920 -5.61479
H: -0.00459 -1.29977 -7.73301
H: 3.11293 1.91221 -2.74392
C: 1.77579 2.68382 1.88851
H: -1.72224 -2.28112 0.28213
C: -0.60097 -3.53169 -9.43912
H: 0.39063 -3.12233 -9.64775
H: -2.49554 3.42440 -1.03551
C: 0.46601 0.63501 -6.86322
H: -2.02272 3.09857 1.43691
H: -0.67752 -2.32784 -5.56400
H: -4.17839 -0.25631 -2.31803
H: 2.19436 -1.90384 -2.09173
N: 0.34607 -0.91317 6.14737
C: -3.70472 0.74919 0.31566
H: 3.49687 0.45411 1.20941
H: -2.64935 -1.17947 -2.16570
H: -0.60215 -1.01593 -3.51308
H: 4.65995 -0.28816 0.02242
H: -1.25499 1.93280 2.54851
H: -1.58628 -2.69754 4.59950
H: 1.32716 4.21272 -0.74796
C: -1.26614 -2.24325 3.67661
C: -0.76189 -4.80921 -9.04061
H: -1.75500 -5.23896 -8.88555
C: 0.00084 -0.58207 2.53070
C: 2.25137 0.45462 7.07192
H: 3.14494 2.62764 -1.12316
H: 0.15743 0.86179 7.24215
H: 0.68934 0.28642 2.45215
H: 0.68931 -0.61132 8.12886
N: -0.49259 -1.01181 1.34922
H: -2.72937 0.12920 -3.34681
C: 0.41425 4.20162 -0.13082
P: 0.30601 2.59752 0.77470
H: -1.46005 -2.88192 -9.62407
H: 3.28372 -1.24524 0.73073
H: -1.38528 -3.43098 7.68618
C: 0.12446 0.80204 -4.46903
H: -2.41752 2.77312 -2.68533
C: -1.08607 2.85209 1.96425
H: 4.52776 1.56891 -1.63886
C: -0.34832 -1.16663 3.74154
H: 0.83296 2.42449 -5.68989
H: 1.73315 3.62221 2.46743
H: 2.94044 -0.39254 7.05030
H: -4.00134 2.72463 -1.77542
C: 3.61757 -0.25441 0.37183
H: -2.44666 -3.53013 2.35715
C: 2.81199 -1.02358 -2.34076
H: -0.43657 4.30336 -0.82270
C: 0.05157 -2.29448 6.57009
C: 0.51047 1.38371 -5.69578
H: -4.56807 1.41341 0.15092
C: -1.38724 -2.03456 1.28897
H: -4.01636 -0.30718 0.37297
P: -2.51884 0.99484 -1.04119
C: -2.90487 2.64601 -1.70148
H: 2.34149 1.04402 6.15803
H: 0.90738 -2.61580 7.18076

No. 2
Computed, not measured: C27H52AlBCl2N4O2P2 as an isolated structure, with ωB97M-V with the def2-TZVPD basis set.

The calculation puts the LUMO energy at -5.05 eV. The total charge is +2. The value obtained for the HOMO-LUMO gap is 7.75 eV. The value obtained for the energy relative to the best compared isomer or geometry (same formula, charge and spin) is 0.8154 eV.

Cartesian coordinates (Å):
H: -2.60870 2.96920 2.33180
C: 2.38626 -0.69619 2.33909
H: 0.00523 4.61254 -1.95994
Cl: -5.39406 0.63251 2.80166
H: -2.25879 -4.65571 -0.28647
H: 1.74943 4.45277 1.35969
P: 0.58283 -2.36848 -0.66222
H: -3.88288 2.93597 1.12760
H: -1.57473 -3.21774 -2.48675
H: 3.16832 2.94219 -0.94036
N: -1.14261 0.25465 -2.42240
C: -4.01900 0.04354 3.75225
C: 4.26072 0.96206 3.50260
H: 0.98375 -2.05875 -3.52080
H: -1.13534 -4.46712 1.03678
H: 1.67691 4.30794 -2.38651
N: 0.81433 0.91777 2.11706
H: -3.49021 0.89607 4.17531
C: -0.87338 -4.04319 -2.34630
C: 1.12244 3.46167 -0.48467
H: 5.00658 1.59716 3.95280
B: 0.27254 -0.28940 1.62057
H: 2.56623 2.15774 0.50428
H: 1.15307 -5.52150 -1.59972
C: 4.54818 -0.37729 3.26858
H: -1.40419 -4.97840 -2.51322
C: 1.52845 4.69128 0.32280
H: -1.33584 5.47308 -0.11915
H: 2.81137 2.53993 3.35962
H: -0.06780 -6.12398 -0.50186
H: 1.51295 -0.48452 -2.85912
H: -0.44355 -0.19614 -3.02326
H: -0.09647 -3.97756 -3.10441
H: 3.88593 -3.21988 -2.41706
Al: -0.87809 -0.17822 0.02488
H: 2.39374 -4.10738 -2.66625
H: 5.51656 -0.76540 3.53700
C: 1.22704 -2.56077 1.08906
H: 3.13182 -4.03232 -1.05563
H: 1.25419 -5.15709 0.12845
C: -4.92425 -1.92674 -0.73321
C: 3.06727 -1.21446 -0.91618
H: -2.74803 5.33238 0.91212
H: -0.69774 2.25735 2.64097
H: 2.20796 -3.04263 1.08093
H: 3.85040 -2.26302 2.51882
C: -2.63985 3.30990 -1.06538
C: 3.61842 -1.22230 2.68814
C: 1.79085 -1.52571 -3.02203
H: 3.83982 -0.82252 -1.57342
C: -1.95284 3.43180 0.29700
C: -0.29034 -4.03499 -0.93157
H: -2.71744 1.60407 1.19002
O: -4.19746 -1.33940 -1.82855
H: -5.06418 -1.20401 0.07303
C: 2.17070 -2.18199 -1.68998
C: -2.83744 2.69083 1.30617
Cl: -2.90112 -0.85885 2.72104
C: 0.79606 3.86818 -1.92146
H: -1.82068 -3.02955 0.27749
H: -1.13359 1.26255 -2.61506
H: 0.78219 5.47669 0.29346
H: 0.87253 2.99586 2.30588
C: 0.18635 2.20463 2.00021
H: -2.05058 3.74296 -1.86812
H: 0.52706 -3.20741 1.62931
P: -0.33561 2.44288 0.21087
C: 0.57728 -5.27426 -0.71403
H: 0.50337 3.00112 -2.51687
H: -4.38797 -2.79962 -0.35687
O: -2.51261 -0.69730 -0.46948
C: -1.77613 4.89460 0.69092
H: 3.56836 -1.70154 -0.08684
H: -4.38398 -0.62890 4.52847
N: 1.29248 -1.26341 1.70802
H: -1.15399 4.98834 1.57883
H: -2.83852 2.25701 -1.27990
C: 2.92881 -3.47425 -1.96550
C: 2.09047 0.66416 2.58776
H: 2.44486 5.09379 -0.10589
H: 2.49175 -0.37723 -0.52117
H: -3.59232 3.83515 -1.03530
C: 2.29101 2.47373 -0.49904
H: 2.04182 1.59390 -1.09311
H: -2.82343 -0.32253 -3.58564
C: -1.44307 -4.03956 0.08678
C: -3.05673 -0.79191 -1.59821
C: 3.02906 1.49954 3.16987
H: 2.65203 -1.53661 -3.68738
N: -2.41155 -0.28925 -2.65782
H: -5.88269 -2.22254 -1.15390

No. 3
Computed, not measured: a 3-piece molecular cluster, C27H52BIN2O6 overall, with ωB97M-V with the def2-TZVPD basis set.

The calculation puts the LUMO energy (alpha / beta) at 3.37 / 3.37 eV. The total charge is -2. The value obtained for the HOMO-LUMO gap (alpha / beta) is 2.73 / 2.73 eV. Its spin multiplicity is 3.

Cartesian coordinates (Å):
H: -0.27178 -0.45302 6.47272
H: -2.29196 1.41314 2.77583
H: 7.33505 2.56864 -4.77399
C: -4.92506 -1.31509 7.70298
N: -2.87281 -0.17553 6.94683
C: 0.03137 0.30807 -6.10346
C: -0.75964 -1.38690 6.75209
C: -2.76963 -0.25089 1.46202
H: 3.94413 3.62992 -6.15754
H: -1.38331 -2.91631 -3.57795
C: 7.05399 2.14377 -5.74265
H: -5.25510 1.16652 9.02403
C: -2.22992 -0.95642 -3.28978
H: 3.10403 2.02185 -3.60958
H: 2.12868 2.19253 -5.06041
H: -1.87501 0.65792 -0.23674
H: 7.13618 -1.01604 -4.34973
H: -2.86978 -1.28153 1.80098
C: 3.65328 1.07714 -6.85540
H: -2.14522 -0.43499 9.75055
C: -4.29769 0.76472 -1.31905
H: -3.90841 0.26992 9.67073
H: 3.42103 0.01289 -6.79606
H: 8.47866 -0.11836 -5.07724
H: 4.82589 3.45619 -4.65122
C: 6.55982 -0.07686 -6.84155
C: 6.55771 0.71234 -5.52227
H: -3.61031 1.72544 8.71283
N: 5.19946 0.72989 -4.89483
C: 2.91342 1.59886 -4.59238
H: -2.78047 -0.24885 -3.90583
H: -5.11756 -1.77013 6.72733
H: -4.16541 -1.77427 -2.83012
C: -1.41088 -0.52057 8.95413
C: -4.07938 -2.27534 8.54001
H: -2.05865 -3.05596 8.58699
C: -1.82354 0.48655 2.44121
H: -0.34160 -2.01759 -5.95659
H: -1.47759 -0.38960 -2.74313
H: -3.75773 0.20746 1.44155
H: -4.00567 -1.92564 9.57448
O: -2.90915 -0.41769 5.68499
C: -1.96049 -1.12811 7.65324
C: 7.50961 -0.01910 -4.58495
H: -0.87986 0.71972 1.95161
O: -5.22881 1.14381 -0.53225
H: -1.63277 -0.12694 3.31991
H: 6.40473 4.08772 -6.39958
O: -3.87073 1.44277 -2.30788
H: -0.60970 -1.15487 9.33559
H: -0.04244 -2.00593 7.29398
H: 5.88168 2.79102 -7.44635
C: -2.68638 -2.44654 7.93172
O: 0.03454 -0.26377 -4.91836
H: -2.32967 -2.32294 -4.92248
H: 7.96559 2.10591 -6.34552
H: -2.78388 -2.99534 6.99072
H: -4.53053 1.82132 6.29566
H: -1.03701 -1.90518 5.83849
C: -4.23829 0.83857 8.80550
H: 7.58991 -0.23117 -7.16708
H: -5.14777 0.36125 5.53171
H: 6.04737 0.42354 -7.65664
C: -4.25019 0.03894 7.49190
C: -0.29551 -1.67172 -4.92130
C: 4.69089 3.02028 -5.64559
H: 7.65422 0.51757 -3.65117
C: 4.13845 1.60466 -5.49405
H: 0.46996 -0.27517 -6.92727
H: -2.85026 -2.59008 -2.02024
H: -6.02475 1.07577 6.88624
O: 5.27576 0.87398 -3.62034
H: 4.35042 1.23501 -7.67451
C: -1.58800 -2.02646 -4.17445
C: -5.03143 0.87135 6.48376
H: -5.89795 -1.15183 8.17342
H: -0.99473 0.46897 8.76153
C: 6.02272 3.06428 -6.39673
C: -2.31253 -0.31022 0.00956
B: -3.58393 -0.70023 -0.97806
H: 2.73858 1.60536 -7.12403
H: 0.54232 -2.19038 -4.45520
O: -0.33894 1.41720 -6.31750
H: -4.37498 -1.36272 -0.28966
I: -0.58183 -1.70646 -0.05086
H: -4.57426 -3.24794 8.58392
H: 6.10073 -1.05536 -6.69694
C: -3.22003 -1.59541 -2.30130
H: 2.53072 0.58868 -4.45290

No. 4
Computed, not measured: C27H52BrGaN10 as an isolated structure, with ωB97M-V with the def2-TZVPD basis set.

The calculation puts the LUMO energy at -3.99 eV. The total charge is +2. The value obtained for the HOMO-LUMO gap is 9.21 eV. The value obtained for the energy relative to the best compared isomer or geometry (same formula, charge and spin) is 0.2436 eV.

Cartesian coordinates (Å):
H: 0.28372 4.19844 -0.45288
H: 2.37214 -0.03885 -1.40867
C: 0.82916 -4.73998 0.30434
N: -0.25685 -4.22617 -0.52980
H: -4.03321 0.57250 -0.20900
C: 3.17314 3.11435 1.56859
C: 0.04776 0.53581 3.44733
N: -1.26957 2.87559 -0.94971
C: 0.94655 1.45425 2.63008
N: -0.53151 -2.15649 0.53948
H: 2.22914 3.19429 1.04042
H: -1.81264 4.57305 -2.11130
H: 2.72324 0.38404 -3.79769
C: -4.46638 1.57044 -0.15945
C: 2.78202 0.69718 1.27946
N: -0.67221 -0.41530 2.55946
H: -1.84389 0.53204 -1.92979
C: -0.55410 -2.79230 -2.98197
H: -2.70292 3.08089 -2.47851
H: -1.83852 -2.95508 1.97433
H: 5.69216 1.80360 1.45404
C: -2.51135 -1.97061 -1.71293
H: -0.65375 1.11702 4.04607
H: 4.52484 -0.86086 -0.98705
C: -1.73771 3.48829 -2.19275
N: -3.41136 2.57752 -0.17225
H: 2.34829 -2.00798 -0.15768
H: -2.55568 -0.29671 3.57067
H: 3.66649 -2.41349 0.95547
H: 4.71762 0.81263 -0.45549
H: -0.21039 -5.58816 -2.15581
H: 0.46420 -5.28606 1.17339
Br: 0.91028 1.02265 -6.02167
H: -2.17991 1.93690 2.63414
H: 0.75037 2.83963 -1.49682
H: 1.47937 -3.92690 0.62388
C: -0.29214 -1.79780 2.91011
H: -0.67255 -2.07724 3.89552
C: 1.50692 0.16151 -2.02306
H: 0.79382 -1.82490 2.95140
C: -0.77115 -2.75485 1.85712
C: -0.82971 0.48618 -2.31517
C: -2.10134 2.23200 -0.11788
H: -0.26827 -3.69744 2.03111
H: -4.62070 4.15142 0.47213
H: -1.01944 3.25096 -2.97485
H: 0.44219 2.55738 0.21044
Ga: -0.14281 -0.10357 0.46009
H: -5.10694 1.71081 -1.03267
H: -0.51016 -1.90858 -3.62268
C: 4.60970 -0.21481 -0.11129
N: 3.39059 -0.36055 0.68917
H: 1.73978 1.81860 3.27704
H: -4.28543 4.19071 -1.26584
H: -1.19012 -6.08000 -0.76568
N: -1.68273 1.26096 0.69922
H: 3.07951 3.59177 2.54682
C: -2.13681 -0.21424 2.56361
C: 0.64208 0.68941 -4.19319
H: 1.41836 -5.42920 -0.29894
H: -5.09451 1.64972 0.73026
H: -3.19068 -2.82572 -1.76907
N: 1.47319 0.68134 1.50316
H: 5.50716 -0.50889 0.43715
C: 0.13312 3.13276 -0.64806
H: 3.93088 3.65553 0.99737
H: -1.79089 -4.83620 -1.85559
H: 2.14229 -1.78111 1.58619
C: -3.85471 3.96952 -0.28465
C: -0.89703 -5.23298 -1.38688
C: -0.63010 -2.93711 -0.52779
H: -3.02439 4.64856 -0.09479
C: -2.44654 1.12341 1.95178
H: 0.46030 -3.16631 -2.85011
H: 5.07680 2.08420 3.08384
C: 1.72222 0.40706 -3.37935
H: 5.08648 0.44860 2.43294
H: 0.65791 -0.03905 4.13915
H: -2.75283 -1.39325 -0.81966
C: 0.23345 0.19124 -1.45494
H: -2.68468 -1.34611 -2.59020
H: -2.58642 -0.98892 1.94251
N: -1.10398 -2.38492 -1.69265
H: -1.15163 -3.55487 -3.48945
C: -0.64192 0.73000 -3.67121
C: 2.85036 -1.71343 0.76956
H: 0.37913 2.32044 2.28620
C: 4.93843 1.49409 2.17946
H: -1.48478 0.94586 -4.32275
H: -3.52282 1.16847 1.82408
N: 3.57500 1.71342 1.69101

No. 5
Computed, not measured: C27H52Cl2N3O5RuSi as an isolated structure, with ωB97M-V with the def2-TZVPD basis set.

The calculation puts the LUMO energy (alpha / beta) at 0.44 / 0.40 eV. The value obtained for the HOMO-LUMO gap (alpha / beta) is 5.29 / 6.51 eV. The value obtained for the energy relative to the best compared isomer or geometry (same formula, charge and spin) is 0.0000 eV. Its spin multiplicity is 6.

Cartesian coordinates (Å):
H: 4.53191 -0.61320 0.33968
H: 3.43768 1.09017 -3.08162
H: 1.93583 -7.22856 -0.05910
H: -2.94676 3.03379 -1.11217
H: -3.08030 1.03368 3.64256
C: 0.36241 6.69408 -1.23752
C: -2.45534 5.07282 -1.62945
H: -2.47288 0.90597 1.96201
H: 0.49948 4.14945 2.08137
Cl: -1.82784 -3.42176 0.33215
H: -4.86085 6.80830 -1.98578
C: 2.44809 -1.09579 -1.26233
H: 2.26180 4.24832 -1.86243
H: -3.77764 -0.81415 4.65430
C: -1.49405 -6.81076 2.66358
H: 1.85336 2.59094 -2.35548
N: 2.07950 -5.77246 1.46599
H: 5.28439 0.49434 -0.84086
C: -1.01169 4.66253 -1.90889
C: -2.28053 0.63530 3.01172
H: -0.75049 -5.68144 -1.42743
H: -3.82840 3.66708 -2.51759
H: 1.93803 8.99459 -3.21021
O: -0.86330 -6.46165 0.42497
H: 3.61934 -5.49938 2.88059
H: 0.09643 6.48071 -0.19744
H: 1.33093 -4.86926 -0.25120
H: -4.66065 6.23769 -0.30942
C: -1.33211 -1.55523 2.62814
C: 3.83764 0.09088 -2.84640
H: 3.39080 -0.62932 -3.53573
H: 2.87822 -7.70021 1.39175
H: -1.31397 1.06021 3.32549
Ru: 0.15550 -2.25584 0.22960
N: -2.27558 -0.81506 3.19095
H: -1.04912 3.99041 -2.78181
H: -2.52370 -6.75706 3.03736
H: -3.18705 -8.05286 0.25612
H: 1.60445 5.14162 1.08907
C: 0.27960 1.45904 0.31850
H: 3.86151 1.03267 0.11661
H: -3.10463 -2.43322 4.23822
H: 2.18450 3.62882 1.83387
H: 0.99981 0.92967 0.95962
H: 3.57726 -6.58895 0.18646
C: 1.11821 7.82244 -1.59115
C: 0.24649 6.05673 -3.58313
C: 1.32052 4.11123 1.34879
O: 1.06851 -3.74309 1.45950
H: 0.15723 0.87977 -0.60914
C: -2.26901 -8.38116 0.78823
Cl: -0.68593 -1.10054 -1.52790
H: -2.57095 -8.97506 1.66526
H: -2.07917 7.15284 -1.58096
C: 2.12559 3.21862 -1.49410
H: 4.92751 0.09766 -2.96777
O: 2.08318 -1.40164 -0.08796
H: -4.13442 7.86566 -0.78335
C: 4.33527 0.17546 -0.39533
N: 3.50646 -0.32549 -1.48819
C: 1.38336 8.09447 -2.93757
H: -4.24697 -1.61653 3.13480
H: -4.28040 4.19950 -0.89101
H: -1.69400 -9.03329 0.10994
H: -0.96939 -7.57032 3.26004
C: -1.03784 -6.64456 -1.00193
C: 1.46804 -4.77411 0.83753
C: -1.51144 -7.22592 1.26013
C: -3.42582 3.93139 -1.52593
H: -0.37206 -7.45225 -1.33159
H: 3.10110 2.87543 -1.11725
H: 2.31121 -6.59986 3.36449
C: 0.96421 7.20586 -3.93537
H: -1.28218 -2.61251 2.91805
H: 1.48062 8.47800 -0.80044
H: -2.08628 -6.86734 -1.23923
H: -1.01198 -5.83688 2.77673
C: 2.52902 -5.65313 2.85047
C: -0.08611 5.82909 -2.23738
C: -4.18906 6.82154 -1.11378
H: -0.69682 1.46314 0.82228
O: -0.58128 3.88107 -0.78990
H: 2.02409 -4.82490 3.35364
H: 1.90482 -1.44915 -2.14703
C: 2.64599 -6.88114 0.70164
Si: 0.79914 3.16805 -0.17877
H: -0.08573 5.33236 -4.33420
C: -2.81159 6.35546 -1.44507
H: 1.19130 7.40382 -4.98543
C: -3.41576 -1.45599 3.84447
O: -0.51925 -1.07165 1.77705